Entry 1:
Molecular formula: C46H36N2OP2RuSSe2
Method: DFT, ωB97M-V with the def2-TZVPD basis set

The calculation puts the relative energy (zero: lowest compared OMol25 entry of this formula, charge and spin) at 3.62 kJ/mol. Its expectation value of S² is 0.7543. The calculation puts the gap between HOMO and LUMO (alpha / beta) at 5.363 / 5.367 eV. Its total charge is +3. As for the LUMO energy (alpha / beta): -0.3870 / -0.3870 hartree. The spin multiplicity is 2.

Last column: Löwdin charge in e.
Atoms and positions in Å:
Ru: -0.693 0.674 0.066  0.53
O: 2.185 -0.705 0.154  -0.39
S: 1.546 0.593 -0.007  0.81
C: 2.225 1.313 -1.488  -0.35
C: 3.596 1.277 -1.707  -0.05
C: 4.096 1.839 -2.872  0.00
C: 3.236 2.404 -3.808  -0.01
C: 1.864 2.359 -3.618  -0.04
C: 1.348 1.805 -2.449  -0.33
P: -0.397 1.359 -2.283  1.05
C: -0.794 0.355 -3.720  -0.37
C: -1.164 0.895 -4.953  -0.09
C: -1.346 0.057 -6.040  -0.03
C: -1.140 -1.311 -5.908  -0.03
C: -0.745 -1.847 -4.691  -0.04
C: -0.573 -1.018 -3.593  -0.09
C: -1.375 2.854 -2.317  -0.19
C: -2.715 2.715 -2.724  -0.10
C: -3.694 3.450 -2.122  0.10
C: -3.372 4.542 -1.192  -0.15
C: -1.988 5.179 -1.368  -0.10
C: -0.879 4.123 -1.662  -0.13
C: 2.112 1.653 1.323  -0.34
C: 3.321 2.335 1.310  -0.03
C: 3.803 2.869 2.496  -0.01
C: 3.108 2.683 3.684  -0.01
C: 1.892 2.015 3.684  -0.05
C: 1.363 1.529 2.492  -0.35
P: -0.249 0.684 2.435  1.04
C: -1.404 1.800 3.292  -0.39
C: -2.666 1.325 3.669  -0.21
C: -3.598 2.173 4.245  -0.05
C: -3.294 3.516 4.434  -0.04
C: -2.057 4.004 4.039  -0.05
C: -1.120 3.155 3.467  -0.10
C: -0.012 -0.768 3.496  -0.33
C: -0.669 -0.933 4.717  -0.07
C: -0.376 -2.024 5.520  -0.04
C: 0.581 -2.947 5.126  -0.04
C: 1.268 -2.766 3.932  -0.04
C: 0.979 -1.682 3.122  -0.10
H: 4.252 0.795 -0.995  0.13
H: 5.162 1.825 -3.059  0.13
H: 3.638 2.840 -4.713  0.13
H: 1.202 2.711 -4.400  0.12
H: -1.305 1.963 -5.079  0.11
H: -1.638 0.473 -6.994  0.13
H: -1.276 -1.959 -6.764  0.13
H: -0.563 -2.909 -4.598  0.12
H: -0.248 -1.436 -2.648  0.09
H: -2.989 1.901 -3.381  0.09
H: -4.732 3.213 -2.330  0.15
H: -4.166 5.287 -1.171  0.18
H: -1.922 6.042 -2.023  0.17
H: -0.118 4.545 -2.326  0.17
H: 3.895 2.448 0.403  0.10
H: 4.742 3.406 2.497  0.13
H: 3.512 3.064 4.612  0.13
H: 1.351 1.879 4.613  0.13
H: -2.921 0.282 3.529  0.10
H: -4.558 1.784 4.557  0.13
H: -4.017 4.175 4.894  0.12
H: -1.812 5.047 4.194  0.12
H: -0.162 3.558 3.167  0.10
H: -1.390 -0.211 5.069  0.09
H: -0.889 -2.143 6.464  0.12
H: 0.812 -3.791 5.762  0.12
H: 2.046 -3.460 3.644  0.12
H: 1.569 -1.517 2.233  0.08
Se: -3.256 1.195 0.743  0.83
Se: -3.433 -0.111 -1.243  0.79
C: -2.333 -1.606 -0.675  -0.63
C: -2.877 -2.865 -0.811  -0.07
C: -2.076 -3.964 -0.521  0.00
C: -0.782 -3.750 -0.092  0.00
C: -0.319 -2.451 0.043  -0.10
N: -1.074 -1.384 -0.241  -0.12
C: -2.286 2.896 0.406  -0.51
C: -2.965 4.220 0.301  -0.12
C: -1.900 5.392 0.172  -0.15
C: -0.536 5.029 0.553  0.09
C: -0.225 3.835 -0.261  -0.21
N: -1.040 2.694 0.244  -0.11
H: -3.903 -2.988 -1.131  0.12
H: -2.469 -4.966 -0.627  0.13
H: -0.124 -4.573 0.145  0.13
H: 0.692 -2.240 0.351  0.08
H: -3.749 4.316 1.051  0.16
H: -2.295 6.331 0.547  0.17
H: 0.106 5.487 1.284  0.13
H: 0.816 3.526 -0.298  0.13

Entry 2:
Molecular formula: C31H35AsNSn
Method: DFT, ωB97M-V with the def2-TZVPD basis set

The calculation puts the relative energy (zero: lowest compared OMol25 entry of this formula, charge and spin) at 0.00 kJ/mol. The calculation puts the gap between HOMO and LUMO at 6.872 eV. Its total charge is +1. As for the LUMO energy: -0.1433 hartree.

Last column: natural (NBO) charge in e.
Atoms and positions in Å:
Sn: 2.537 -0.544 -0.293  1.37
C: 6.209 1.430 -1.576  -0.64
C: 5.557 1.083 -0.266  -0.02
C: 4.622 1.944 0.314  -0.24
C: 4.069 1.659 1.558  -0.22
C: 4.433 0.503 2.237  -0.24
C: 5.368 -0.356 1.673  -0.22
C: 5.919 -0.068 0.431  -0.17
H: 7.043 2.112 -1.402  0.24
H: 5.511 1.928 -2.248  0.22
H: 6.605 0.543 -2.069  0.23
H: 4.370 2.870 -0.191  0.23
H: 3.394 2.370 2.020  0.23
H: 4.018 0.288 3.214  0.23
H: 5.699 -1.231 2.217  0.23
H: 6.661 -0.733 0.006  0.22
C: -3.206 4.912 -1.162  -0.63
C: -2.499 3.667 -0.709  0.02
C: -3.194 2.517 -0.376  -0.17
C: -2.560 1.342 0.024  0.00
C: -3.478 0.188 0.344  -0.65
C: -1.158 1.330 0.101  -0.34
As: -0.008 -0.225 0.530  1.02
N: 0.680 -0.646 -1.152  -1.30
C: 0.010 -0.807 -2.368  0.21
C: -1.379 -0.894 -2.454  -0.27
C: -1.998 -1.074 -3.680  -0.19
C: -1.245 -1.167 -4.840  -0.21
C: 0.138 -1.073 -4.766  -0.19
C: 0.760 -0.891 -3.546  -0.26
C: -1.018 -1.690 1.360  -0.40
C: -1.161 -2.993 0.868  0.01
C: -0.467 -3.526 -0.360  -0.63
C: -1.971 -3.879 1.576  -0.22
C: -2.594 -3.532 2.764  0.04
C: -3.503 -4.488 3.481  -0.63
C: -2.337 -2.269 3.291  -0.26
C: -1.553 -1.351 2.618  0.11
C: -1.272 -0.012 3.254  -0.67
C: -0.436 2.500 -0.197  0.00
C: 1.066 2.600 -0.087  -0.64
C: -1.114 3.637 -0.606  -0.21
H: -4.284 4.766 -1.183  0.22
H: -2.876 5.193 -2.163  0.23
H: -2.979 5.741 -0.491  0.23
H: -4.276 2.518 -0.437  0.21
H: -4.383 0.260 -0.256  0.23
H: -3.779 0.225 1.393  0.23
H: -3.027 -0.781 0.169  0.22
H: -1.965 -0.836 -1.547  0.21
H: -3.077 -1.147 -3.722  0.22
H: -1.733 -1.313 -5.795  0.22
H: 0.732 -1.141 -5.669  0.22
H: 1.840 -0.808 -3.485  0.20
H: 0.580 -3.228 -0.387  0.21
H: -0.938 -3.184 -1.280  0.24
H: -0.501 -4.614 -0.357  0.23
H: -2.104 -4.879 1.181  0.22
H: -3.555 -5.447 2.970  0.22
H: -4.511 -4.073 3.537  0.23
H: -3.160 -4.658 4.503  0.23
H: -2.765 -2.000 4.250  0.22
H: -1.852 0.111 4.166  0.24
H: -1.510 0.820 2.586  0.23
H: -0.214 0.063 3.519  0.22
H: 1.432 2.123 0.824  0.22
H: 1.372 3.644 -0.062  0.24
H: 1.557 2.141 -0.953  0.21
H: -0.543 4.529 -0.841  0.21

Entry 3:
Molecular formula: C9H14
Method: DFT, ωB97M-V with the def2-TZVPD basis set

The calculation puts the relative energy (zero: lowest compared OMol25 entry of this formula, charge and spin) at 65.98 kJ/mol. The calculation puts the gap between HOMO and LUMO at 9.995 eV. As for the LUMO energy: 0.0363 hartree.

Last column: natural (NBO) charge in e.
Atoms and positions in Å:
C: -0.536 -2.994 0.082  -0.63
C: -0.519 -1.568 0.560  -0.02
C: -1.743 -0.896 0.680  -0.22
C: -1.833 0.318 1.351  -0.21
C: -0.687 0.797 1.979  -0.22
C: 0.549 0.219 1.758  -0.20
C: 0.634 -0.985 1.067  -0.21
H: -1.412 -3.226 -0.534  0.21
H: -0.602 -3.780 0.838  0.22
H: 0.338 -3.144 -0.552  0.21
H: -2.591 -1.152 0.075  0.21
H: -2.773 0.835 1.422  0.21
H: -0.752 1.636 2.657  0.21
H: 1.408 0.667 2.242  0.22
H: 1.546 -1.521 0.840  0.21
C: 1.197 1.702 -2.519  -0.60
C: 1.095 2.014 -1.000  -0.61
H: 1.256 0.628 -2.707  0.20
H: 0.281 1.946 -3.070  0.19
H: 1.986 2.279 -2.994  0.20
H: 0.814 3.053 -0.858  0.20
H: 2.089 1.705 -0.690  0.21
H: 0.256 1.468 -0.627  0.21

Entry 4:
Molecular formula: C3H3N2OP
Method: DFT, ωB97M-V with the def2-TZVPD basis set

The calculation puts the relative energy (zero: lowest compared OMol25 entry of this formula, charge and spin) at 246.70 kJ/mol. The calculation puts the gap between HOMO and LUMO at 8.981 eV. As for the LUMO energy: 0.0088 hartree.

Last column: natural (NBO) charge in e.
Atoms and positions in Å:
N: 1.457 1.593 0.300  -0.33
C: 0.340 1.331 0.186  -0.04
P: -1.350 0.767 0.000  0.44
C: -1.378 0.733 -1.711  0.11
N: -1.500 0.952 -2.891  -0.58
H: -1.260 0.326 -3.559  0.39
C: 0.925 -1.415 1.988  0.26
O: 0.139 -1.391 1.051  -0.52
H: 1.225 -2.412 2.433  0.13
H: 1.403 -0.483 2.204  0.14

Entry 5:
Molecular formula: C20H42Cl2N11O7P
Method: DFT, ωB97M-V with the def2-TZVPD basis set

The calculation puts the gap between HOMO and LUMO at 8.036 eV. As for the LUMO energy: 0.0133 hartree.

Last column: Löwdin charge in e.
Atoms and positions in Å:
C: -0.320 4.843 0.328  -0.11
C: 0.286 3.749 1.257  -0.63
Cl: 1.349 4.371 2.589  0.61
C: 0.078 2.409 1.102  -0.60
Cl: 0.941 1.350 2.291  0.63
C: -0.822 1.846 -0.056  -0.44
O: -1.168 0.469 0.067  -0.21
C: -2.083 0.221 1.150  -0.14
C: -1.456 -0.947 2.049  -0.21
O: -2.112 -2.216 1.871  -0.16
C: -1.469 -3.125 2.801  -0.21
C: -1.709 -4.657 2.497  -0.11
C: -0.430 -5.439 1.990  -0.19
C: 0.915 -5.160 2.476  -0.06
C: 2.126 -5.823 2.027  -0.05
C: 2.019 -6.868 1.003  -0.25
C: 3.335 -7.556 0.521  -0.07
C: 0.681 -7.195 0.529  -0.05
C: -0.541 -6.527 0.982  -0.03
P: 0.096 1.964 -1.722  0.81
N: -0.771 1.039 -2.720  -0.33
H: -0.133 4.635 -0.750  0.05
H: 0.170 5.826 0.559  0.07
H: -1.414 4.991 0.519  0.07
H: -1.748 2.484 -0.106  0.14
H: -3.080 -0.138 0.762  0.14
H: -2.184 1.111 1.820  0.12
H: -0.366 -1.004 1.767  0.09
H: -1.519 -0.679 3.138  0.12
H: -1.838 -2.946 3.858  0.13
H: -0.378 -2.865 2.813  0.10
H: -2.091 -5.188 3.413  0.11
H: -2.503 -4.791 1.714  0.12
H: 1.015 -4.350 3.244  0.09
H: 3.133 -5.535 2.424  0.10
H: 3.420 -8.526 1.077  0.06
H: 3.280 -7.692 -0.588  0.08
H: 4.190 -6.868 0.770  0.08
H: 0.554 -8.006 -0.222  0.10
H: -1.550 -6.811 0.590  0.10
H: 1.432 1.454 -1.577  0.02
H: 0.075 3.270 -2.277  0.01
H: -1.064 1.641 -3.495  -0.06
N: 4.507 7.180 -0.900  0.14
C: 3.340 6.785 -0.317  -0.69
N: 3.461 6.337 0.961  0.14
O: 2.267 6.831 -0.899  0.02
H: 5.398 7.151 -0.441  0.09
H: 4.455 7.518 -1.845  0.10
H: 2.618 6.036 1.424  0.01
H: 4.332 6.291 1.456  0.10
N: -0.538 -2.478 -1.844  0.17
C: -0.110 -3.557 -2.536  -0.71
N: 0.041 -3.366 -3.879  0.14
O: 0.117 -4.618 -1.984  0.02
H: -0.741 -1.581 -2.258  0.06
H: -0.658 -2.594 -0.852  0.09
H: 0.357 -4.151 -4.421  0.10
H: -0.145 -2.496 -4.343  0.09
N: -3.587 7.681 -0.608  0.17
C: -3.141 6.620 -1.323  -0.67
N: -3.002 6.856 -2.656  0.16
O: -2.882 5.537 -0.813  -0.01
H: -3.803 8.575 -1.016  0.08
H: -3.703 7.554 0.382  0.11
H: -2.672 6.096 -3.225  0.10
H: -3.209 7.741 -3.088  0.07
N: -6.079 7.801 -3.691  0.16
C: -5.919 8.984 -3.044  -0.68
N: -7.062 9.519 -2.541  0.16
O: -4.829 9.531 -2.919  0.00
H: -6.964 7.341 -3.801  0.10
H: -5.256 7.372 -4.077  0.09
H: -6.983 10.395 -2.054  0.11
H: -7.965 9.091 -2.629  0.10
N: 7.243 -10.010 1.325  0.15
C: 6.048 -10.312 1.905  -0.68
N: 6.126 -10.702 3.208  0.15
O: 4.991 -10.239 1.304  0.02
H: 8.124 -10.063 1.801  0.09
H: 7.225 -9.718 0.363  0.11
H: 5.264 -10.933 3.669  0.11
H: 6.985 -10.768 3.721  0.09

Entry 6:
Molecular formula: CH3Br2IOSi
Method: DFT, ωB97M-V with the def2-TZVPD basis set

The calculation puts the relative energy (zero: lowest compared OMol25 entry of this formula, charge and spin) at 507.36 kJ/mol. The calculation puts the gap between HOMO and LUMO (alpha / beta) at 2.753 / 2.698 eV. As for the LUMO energy (alpha / beta): -0.1617 / -0.1617 hartree.

Last column: natural (NBO) charge in e.
Atoms and positions in Å:
C: 0.403 -0.307 -0.520  -0.26
O: 1.751 -0.590 -0.047  -0.90
Si: 3.159 -0.414 -0.735  1.42
Br: 3.136 1.033 -2.379  -0.21
Br: -0.732 -4.080 -0.252  -0.68
I: 4.732 0.131 1.007  -0.03
H: -0.073 -0.303 0.493  0.22
H: -0.012 -1.067 -1.033  0.24
H: 0.237 0.706 -0.718  0.20

Entry 7:
Molecular formula: C13H24BLiN5O6S2
Method: DFT, ωB97M-V with the def2-TZVPD basis set

The calculation puts the gap between HOMO and LUMO at 7.333 eV. Its total charge is +1. As for the LUMO energy: -0.1745 hartree.

Last column: natural (NBO) charge in e.
Atoms and positions in Å:
C: -5.560 -2.101 1.110  -0.64
C: -4.345 -1.482 0.144  -0.09
O: -3.972 -0.184 0.732  -0.79
B: -3.201 0.646 -0.261  1.35
O: -4.024 1.398 -1.235  -0.94
C: -1.561 0.669 -0.141  -0.71
C: -1.187 -0.244 1.209  0.26
N: -1.020 -1.051 2.237  -0.26
C: -0.761 -0.028 -1.393  -0.28
C: -1.147 -1.655 -1.321  0.23
N: -1.356 -2.944 -1.320  -0.25
C: 0.888 0.026 -1.251  -0.44
C: 1.524 -1.392 -0.632  -0.42
C: 3.118 -1.016 -0.291  -0.44
C: 3.189 -0.343 1.208  -0.25
N: 4.426 -0.814 2.001  -0.67
C: 5.481 0.247 1.761  0.54
N: 6.478 0.005 0.820  -0.69
N: 5.380 1.552 2.555  -0.94
S: -1.377 0.534 -3.101  1.88
C: -2.833 -0.535 -3.726  -0.81
O: -1.747 2.061 -3.135  -0.82
O: -0.273 0.368 -4.217  -0.87
S: -1.040 2.422 0.259  1.92
C: -0.137 2.592 1.925  -0.83
O: -0.097 3.077 -0.793  -0.85
O: -2.290 3.371 0.381  -0.85
H: -6.570 -1.516 0.942  0.22
H: -5.235 -1.903 2.240  0.23
H: -5.676 -3.262 0.924  0.23
H: -4.711 -1.398 -0.982  0.18
H: -3.388 -2.181 0.255  0.19
H: -4.704 1.982 -0.787  0.54
H: 1.269 0.871 -0.517  0.24
H: 1.449 0.193 -2.266  0.30
H: 1.052 -1.694 0.396  0.24
H: 1.575 -2.253 -1.425  0.25
H: 3.408 -0.150 -1.059  0.23
H: 3.845 -1.920 -0.459  0.23
H: 2.254 -0.622 1.895  0.23
H: 3.157 0.842 1.112  0.19
H: 4.732 -1.764 1.660  0.39
H: 6.326 -0.954 0.392  0.38
H: 4.386 1.879 2.616  0.43
H: 5.649 1.297 3.538  0.36
H: -2.352 -1.584 -3.989  0.27
H: -3.260 -0.125 -4.762  0.31
H: -3.667 -0.685 -2.919  0.26
H: 0.571 3.544 1.788  0.28
H: 0.577 1.696 2.162  0.24
H: -0.865 2.879 2.813  0.29
Li: 7.622 1.646 2.907  0.98

Entry 8:
Molecular formula: C21H22Cl2N4NaO3
Method: DFT, ωB97M-V with the def2-TZVPD basis set

The calculation puts the relative energy (zero: lowest compared OMol25 entry of this formula, charge and spin) at 0.00 kJ/mol. The calculation puts the gap between HOMO and LUMO at 7.154 eV. Its total charge is -1. As for the LUMO energy: 0.0839 hartree.

Last column: natural (NBO) charge in e.
Atoms and positions in Å:
Na: -0.862 -0.168 -0.424  0.90
O: -4.880 2.172 -1.359  -0.71
C: -4.774 3.022 -0.325  0.43
C: -5.599 4.150 -0.325  -0.32
C: -5.535 5.065 0.707  -0.19
C: -4.647 4.874 1.762  -0.28
C: -3.833 3.757 1.770  -0.14
C: -3.876 2.816 0.743  -0.24
C: -2.990 1.611 0.771  0.60
O: -2.982 0.822 -0.224  -0.78
N: -2.288 1.452 1.892  -0.49
N: -1.434 0.410 1.799  -0.25
C: -0.945 -0.055 2.880  -0.03
C: 0.025 -1.150 2.823  0.17
C: 0.532 -1.693 4.004  -0.25
C: 1.449 -2.726 3.940  -0.17
C: 1.844 -3.194 2.699  -0.28
C: 1.295 -2.595 1.573  0.05
N: 0.412 -1.604 1.620  -0.46
H: -4.183 1.468 -1.194  0.52
H: -6.278 4.280 -1.158  0.21
H: -6.182 5.935 0.690  0.20
H: -4.592 5.592 2.570  0.20
H: -3.139 3.581 2.580  0.23
H: -1.236 0.344 3.853  0.17
H: 0.203 -1.294 4.955  0.21
H: 1.852 -3.157 4.848  0.21
H: 2.563 -3.995 2.592  0.22
H: 1.588 -2.920 0.582  0.22
Cl: -1.754 -2.703 -1.740  -0.05
C: -0.260 -2.503 -2.683  -0.41
Cl: 1.050 -3.513 -2.061  -0.04
H: 0.035 -1.449 -2.629  0.29
H: -0.477 -2.820 -3.697  0.21
N: 2.498 0.027 -0.350  -0.86
C: 3.423 -0.835 -0.892  0.29
C: 4.258 -1.624 -0.085  -0.32
C: 5.197 -2.476 -0.647  -0.20
C: 5.345 -2.562 -2.025  -0.30
C: 4.529 -1.774 -2.831  -0.19
C: 3.584 -0.925 -2.283  -0.30
H: 2.199 -0.214 0.582  0.37
H: 1.725 0.301 -1.003  0.44
H: 4.160 -1.561 0.994  0.20
H: 5.823 -3.076 0.004  0.20
H: 6.079 -3.227 -2.461  0.20
H: 4.626 -1.827 -3.910  0.20
H: 2.940 -0.328 -2.916  0.23
C: 0.704 1.266 -3.212  -0.21
O: 0.430 0.495 -2.108  -1.03
H: 0.971 0.669 -4.110  0.11
H: 1.554 1.959 -3.057  0.13
H: -0.145 1.900 -3.526  0.13

| no. | energy (eV) | M (g/mol) |
| --- | --- | --- |
| 1 | -215975.5907 | 985.81 |
| 2 | -100869.4125 | 615.26 |
| 3 | -9559.4977 | 122.21 |
| 4 | -17472.8100 | 114.04 |
| 5 | -86479.2959 | 650.51 |
| 6 | -159195.2641 | 345.83 |
| 7 | -56138.7329 | 428.25 |
| 8 | -63701.6621 | 472.33 |